ORCA calculation (the ωB97M-V functional and the def2-TZVPD basis) on a structure of composition C3H8N2O in a non-equilibrium geometry.

Properties
Charge   0
Orbital gap   0.2924 Eh
HOMO level   -0.2662 hartree
Energy relative to the best compared isomer or geometry (same formula, charge and spin)   429.0 kJ/mol
DFT total energy   -8264.87986 eV
Molecular weight   88.11 g/mol
Maximum force   3.5 eV/A

Geometry as XYZ:
```
14
C3H8N2O, DFT the ωB97M-V functional and the def2-TZVPD basis
C 1.0370 -0.4630 -1.3192
N 2.0232 -0.3465 -0.4292
N -0.2792 -0.6146 -0.6090
O 1.0088 -0.2881 -2.5126
H 1.6387 -0.0391 0.5974
H 2.8867 0.0373 -0.7889
H -0.3290 -1.4895 -0.0962
H -1.0209 -0.5749 -1.3033
C -0.6518 0.6302 0.6698
C -1.8275 0.4171 1.2822
H -2.0568 -0.5031 1.8034
H -0.4514 1.5478 0.1333
H 0.6078 0.5004 1.2793
H -2.5854 1.1861 1.2931
```